Entry from the OMol25 dataset: a structure of composition C27H65F3IrN5O5P3S2Si4 at a distorted geometry (ωB97M-V with the def2-TZVPD basis set).

```
115
Properties=species:S:1:pos:R:3:forces:R:3
H -1.727 0.503 -5.536 0.010 -0.039 -0.032
H -6.160 3.577 2.618 -0.061 0.074 -0.014
N 0.758 -3.360 -3.605 -0.695 0.695 0.759
H -2.548 2.658 4.871 -0.017 -0.077 -0.094
F 5.685 -2.427 3.848 -0.340 0.122 -0.164
H -3.688 3.435 2.292 -0.069 -0.050 -0.036
H -1.177 1.560 -2.666 0.079 0.069 -0.055
H 3.325 1.766 2.958 0.239 -0.138 -0.134
H -4.549 2.815 0.871 0.033 -0.019 0.082
C 2.166 -3.052 -3.749 0.379 -0.023 0.120
C 0.176 4.079 -2.305 0.351 -0.420 -0.235
S -1.568 2.319 0.245 0.834 -1.574 0.130
C 0.094 -3.704 -4.845 -0.220 -0.142 -0.103
H 0.791 1.919 -4.518 -0.157 0.114 -0.253
S -1.553 -0.567 2.157 1.136 0.617 -0.976
F 5.412 -4.246 2.732 -0.260 0.023 -0.220
H 5.594 -0.598 0.959 0.224 -0.183 -0.009
H 1.944 -2.656 -0.171 0.109 0.128 -0.109
C -4.357 2.644 1.934 -0.385 0.627 -0.038
H -0.956 1.546 6.348 0.010 -0.040 0.134
H 2.981 -1.549 4.461 -0.066 0.115 0.048
H -5.518 -2.318 -3.589 -0.029 0.030 -0.021
H 0.008 -5.424 -2.501 0.007 -0.161 -0.005
H 4.047 3.519 -3.223 0.173 -0.171 -0.022
H -2.489 0.931 4.451 -0.039 0.120 0.084
C 2.508 2.473 3.029 0.021 0.489 -0.379
C 2.235 -2.402 0.837 -0.357 0.140 -0.388
H 1.063 -0.553 3.240 0.081 0.177 -0.072
C -2.144 1.414 -3.148 -0.187 0.273 0.251
H 4.107 -0.159 -2.923 -0.008 0.155 -0.242
H -6.291 1.826 2.381 -0.100 -0.032 -0.021
Ir 0.149 -0.078 0.194 -1.340 -1.788 1.240
H -0.583 3.687 -1.638 -0.097 -0.031 0.051
C -0.889 -3.456 0.050 -0.024 0.019 0.234
C 4.904 0.236 1.061 0.014 -0.109 -0.661
C -4.431 -2.265 -3.600 -0.024 0.093 -0.207
H -0.502 -0.395 -4.616 -0.010 0.061 -0.048
H -4.121 -1.643 -4.435 -0.082 -0.024 -0.164
C -5.645 2.627 2.732 0.287 -0.148 -0.109
H -1.951 -1.223 -5.219 0.051 -0.030 -0.146
H -0.279 4.205 -3.284 -0.066 0.089 -0.247
H 4.060 -0.101 1.650 -0.213 -0.029 0.087
H -0.946 -3.941 -4.638 -0.080 -0.045 -0.195
O -3.713 1.373 2.073 0.955 -0.725 0.014
H -1.633 -5.279 -1.836 -0.063 0.060 0.028
N -2.335 0.047 -3.612 0.282 -0.811 0.703
H -0.050 2.592 5.248 0.075 0.064 0.018
Si 2.183 3.402 1.393 -0.562 -0.666 -0.067
H 0.146 -2.895 -5.581 -0.036 -0.019 0.029
H 1.618 1.921 3.310 -0.329 -0.107 0.036
H -4.231 -3.355 -1.127 -0.001 -0.030 -0.014
H 0.585 -4.587 -5.262 -0.095 0.028 -0.035
C 4.000 -0.520 -1.906 0.444 0.108 0.450
N 1.455 -1.507 1.459 0.268 0.945 -0.952
H 3.889 5.223 1.621 -0.086 0.093 0.221
H -4.017 -1.789 -0.304 -0.066 -0.061 0.135
P -2.429 -1.046 -2.350 -0.840 -0.328 -1.693
H -0.315 -5.882 -0.818 0.004 -0.041 -0.026
H 5.586 2.390 -2.277 -0.070 0.056 -0.200
H 6.686 1.313 -1.455 0.046 -0.305 0.043
H -0.090 0.843 4.977 0.095 -0.086 -0.022
C 0.685 4.549 1.634 0.467 -0.298 0.066
C 1.471 1.574 -3.746 -0.064 0.472 0.328
C -0.566 -5.178 -1.612 0.121 -0.314 -0.177
H 2.640 -3.105 -2.773 0.233 0.095 -0.004
C 3.615 -2.706 2.757 -0.713 0.410 -0.431
H -1.971 -3.604 -0.015 -0.003 0.009 -0.026
N -0.210 -3.843 -1.174 0.154 0.799 -0.519
H 4.601 3.853 0.800 0.208 -0.196 -0.004
C 3.322 -3.009 1.428 0.183 -0.159 0.821
H -4.032 -3.277 -3.731 -0.008 -0.019 0.011
H -0.701 -2.407 0.255 -0.113 -0.102 0.106
H 6.084 2.731 -0.637 -0.032 0.129 0.167
H 2.620 -3.804 -4.393 0.029 -0.040 0.019
H -0.502 -4.049 0.880 -0.025 -0.026 0.053
H 1.061 0.666 -3.316 -0.058 -0.182 0.115
C 1.743 -1.229 2.742 -0.535 0.383 0.025
H 3.337 4.881 -2.387 0.029 0.181 0.207
H 0.449 5.065 -1.942 0.136 0.194 0.098
O -1.567 2.237 3.130 -0.090 -0.559 -1.182
C -1.576 -0.290 -4.804 0.080 -0.216 -0.175
Si 4.363 0.865 -0.657 -1.451 -0.206 0.525
C 5.805 1.936 -1.319 -0.746 -0.051 0.191
H -0.147 3.992 2.050 -0.068 -0.111 0.099
O 0.665 -1.442 -1.822 0.371 1.255 1.173
N -3.970 -1.652 -2.369 0.789 0.283 0.251
C 2.799 -1.789 3.425 0.409 -0.727 -0.269
C -4.465 -2.284 -1.162 0.005 0.002 0.316
Si 1.678 1.599 -0.240 3.378 2.616 -0.331
O -1.989 -0.562 -1.040 -0.057 0.008 0.558
H 2.408 1.318 -4.232 0.242 -0.008 -0.014
H 3.911 -3.732 0.885 0.000 0.016 -0.076
P -2.113 1.331 1.887 -0.591 1.608 0.752
C 3.121 4.052 -3.050 -0.253 -0.553 0.705
C -0.668 1.700 5.312 -0.248 0.102 -0.280
H 3.546 4.942 -0.069 -0.092 0.099 -0.231
H -2.236 2.089 -3.994 -0.032 0.062 -0.078
F 4.379 -3.962 4.603 -0.325 0.088 -0.114
H 2.996 -0.909 -1.792 -0.199 0.007 0.051
H 0.912 5.366 2.315 0.151 0.165 0.126
C 3.701 4.448 0.883 -0.533 -0.560 0.039
H -5.435 2.464 3.787 -0.013 0.013 0.084
H -2.919 1.649 -2.422 -0.007 0.173 0.045
H 0.342 4.978 0.699 0.005 0.086 -0.252
H 2.341 -2.063 -4.182 0.006 0.012 0.023
C 4.765 -3.341 3.478 1.077 -0.231 0.503
P -0.027 -2.649 -2.323 -0.365 -1.499 -0.877
H 2.740 3.159 3.838 0.029 0.178 0.210
C -1.915 1.864 4.466 -0.046 -0.219 0.571
H 2.817 4.480 -4.002 -0.289 -0.048 -0.170
H 5.418 1.008 1.623 0.048 0.234 0.074
Si 1.700 2.929 -2.404 -0.861 -0.526 0.110
H -5.547 -2.166 -1.109 -0.018 -0.011 -0.014
H 4.700 -1.340 -1.781 0.289 -0.292 -0.037
O -1.515 -2.327 -2.880 0.265 0.340 0.349
```
Forces are in eV/Å.

Values from the calculation:
orbital gap (spin up / spin down): 4.91 / 4.72 eV
HOMO level (spin up / spin down): -9.21 / -9.17 eV
total charge: +1
F_max: 4.29 eV Å⁻¹
LUMO (spin up / spin down): -4.306 / -4.449 eV
DFT total energy: -5100.1913 hartree

---

Entry from the OMol25 dataset: a cluster of 7 separate species, C27H66BF3NO19S2 in total at a distorted geometry (ωB97M-V with the def2-TZVPD basis set).

```
119
Properties=species:S:1:pos:R:3:forces:R:3
H -5.994 -4.532 -0.786 -0.050 -0.151 0.057
H 3.179 -1.309 -4.825 -0.091 0.071 0.033
C 3.144 3.477 8.176 -0.207 -0.171 -0.581
H -3.190 4.298 -6.452 -0.001 0.011 0.023
N 1.068 -1.030 1.218 1.277 2.743 2.118
H 3.803 1.146 8.982 -0.013 0.094 -0.047
H -0.868 -3.678 -2.402 -0.002 0.035 -0.137
H -1.294 2.231 5.195 -1.897 0.036 -1.148
C -4.039 4.230 -5.765 0.157 -0.602 0.120
O 4.827 -2.412 -4.255 0.066 0.416 0.317
O 0.449 1.549 0.498 -0.205 -3.393 4.049
H 2.492 4.350 8.072 0.030 -0.017 -0.009
H 2.374 1.514 9.988 0.065 -0.045 0.119
H 5.391 -3.744 -0.490 -0.018 -0.108 0.021
B -1.548 1.990 3.211 -0.921 0.775 -0.083
C 4.795 1.335 6.307 0.110 0.042 -0.094
C -5.055 2.453 -3.199 -0.033 0.047 0.268
H -1.930 -2.587 0.656 -0.034 0.108 -0.192
C 3.417 3.069 2.620 -1.347 0.580 1.350
H 5.240 -0.446 -3.678 0.002 -0.142 0.111
C 4.182 3.504 7.049 0.231 -0.236 0.481
H -5.675 6.445 3.118 0.060 -0.077 -0.141
H 3.697 3.493 6.065 -0.028 -0.056 0.164
O 2.308 2.318 8.088 0.505 0.090 0.240
O -2.048 2.636 1.980 1.626 0.119 3.461
C 2.720 1.285 8.976 -0.243 -0.038 -0.155
C -6.580 4.196 2.934 -0.157 -0.074 -0.090
C 6.241 -1.848 -2.338 -0.597 0.446 0.189
H 2.672 -7.172 -2.505 0.032 0.034 -0.076
O -1.986 -4.093 -0.718 -0.303 0.029 -0.582
H -0.639 -0.087 3.844 0.794 1.661 -1.647
H 3.261 -1.656 -3.078 0.080 -0.047 -0.031
O -4.573 3.774 -3.419 0.148 -0.211 -0.516
H -5.603 6.404 0.022 -0.034 -0.075 0.144
H -4.179 4.486 -0.752 -0.103 -0.087 -0.072
H -4.368 1.919 -2.537 -0.031 -0.121 -0.030
H 2.332 -5.522 -1.918 -0.046 -0.087 0.096
H 3.726 1.109 6.300 0.064 0.036 -0.005
H -4.519 5.216 -5.725 0.000 -0.120 0.099
H 5.121 1.574 5.290 -0.095 -0.099 -0.061
C 4.703 -3.210 -1.152 -0.286 0.081 0.252
F 2.657 3.910 3.619 2.601 -2.762 -3.345
H -6.911 2.715 -6.271 0.135 0.017 -0.034
H 4.758 4.431 7.127 -0.032 0.023 -0.001
O 5.186 -1.888 -1.372 0.367 -0.242 -0.627
O 3.027 1.677 2.892 1.801 3.934 -2.154
C -0.324 0.844 3.191 -0.495 0.417 1.272
H -5.574 4.020 0.258 0.002 0.094 0.057
H 2.847 -2.947 -4.224 0.132 -0.012 -0.011
H 1.138 -6.378 -2.918 0.076 0.097 -0.059
H -1.762 -5.214 -2.420 0.016 -0.002 0.099
C -4.505 4.246 0.265 0.248 -0.140 -0.169
O -2.084 2.360 4.568 3.202 -0.647 -2.148
H 3.223 1.085 0.745 0.239 -0.376 2.242
H 3.728 -3.139 -0.663 0.230 0.126 0.082
O -1.388 -0.102 0.825 4.384 0.613 2.902
S 2.541 -0.876 2.142 0.023 -5.621 2.996
O 5.112 2.424 7.170 -0.480 0.135 -0.030
C 4.184 -5.735 -3.973 -0.235 -0.052 -0.646
H 6.569 -1.364 -4.405 0.026 0.021 -0.004
H -5.497 4.057 2.939 -0.025 0.071 -0.038
H 4.579 -3.770 -2.082 0.107 0.146 -0.064
C 5.720 -1.432 -3.718 0.124 -0.628 0.074
H -3.962 3.364 0.609 0.025 0.158 0.034
C 2.205 -6.216 -2.755 -0.039 0.243 -0.006
H 4.264 -6.794 -5.880 -0.070 0.043 0.136
H -6.926 4.425 3.945 0.064 -0.051 0.107
H -7.043 3.262 2.607 -0.019 0.168 -0.006
H -6.808 7.262 2.030 0.019 -0.004 -0.005
O -4.188 5.335 1.128 -0.583 0.250 -0.037
C -5.107 -4.361 -1.402 -0.009 0.369 -0.137
C -6.156 6.388 2.134 -0.223 -0.212 -0.559
H 2.300 -7.905 -5.059 0.086 0.057 0.011
H -5.370 -4.523 -2.450 -0.015 0.111 0.080
C -6.300 3.607 -6.123 0.208 -0.074 -0.158
C 3.472 0.752 1.839 1.268 -0.730 -1.118
H 2.257 0.350 8.649 -0.023 0.173 -0.014
H 3.625 3.534 9.160 0.054 -0.075 -0.122
O 4.242 -8.161 -4.301 -0.321 0.243 -0.316
C -2.439 -2.805 -0.288 -0.212 -0.280 0.477
H 5.733 -6.903 -4.899 -0.041 0.020 0.007
C 3.063 -8.673 -4.912 0.186 -0.119 0.190
H -2.154 -2.030 -1.010 -0.093 -0.097 0.171
H 6.761 -2.813 -2.385 -0.109 0.035 -0.102
H -6.030 2.523 -2.710 0.136 0.095 0.003
H 6.961 -1.098 -1.995 0.008 0.001 -0.039
H -4.233 -3.544 0.715 0.085 -0.035 -0.113
H -6.579 4.353 -6.872 -0.120 0.068 0.026
H 3.318 -9.126 -5.875 -0.103 -0.014 -0.107
S 0.007 0.342 1.415 -2.538 0.846 -5.895
F 3.014 3.579 1.282 2.022 -1.794 4.656
H -2.631 -3.686 -2.674 -0.011 0.010 0.057
O -6.992 5.230 2.045 0.467 0.176 0.175
H 4.557 -4.802 -4.408 0.040 -0.038 0.065
H -4.542 7.343 1.085 -0.030 0.038 0.007
O 2.274 -1.008 3.668 0.529 1.697 -4.336
H 0.580 1.349 3.742 -1.283 -1.166 -1.370
O -4.932 3.250 -6.302 -0.199 0.387 0.331
C -5.118 6.416 1.006 0.345 -0.287 0.560
H 2.649 -9.446 -4.260 0.145 0.060 -0.035
H -2.798 4.564 -4.041 -0.015 -0.040 -0.031
O 3.497 -2.075 1.769 -3.011 4.682 0.009
H -4.328 -5.078 -1.131 0.040 0.078 0.059
H -2.997 2.849 -4.432 -0.128 0.087 -0.078
H 4.597 -5.821 -2.960 -0.056 -0.139 -0.135
C -3.518 3.814 -4.385 -0.390 0.427 0.066
O 2.758 -5.635 -3.934 0.303 -0.374 0.203
H -6.497 4.006 -5.124 0.079 -0.037 -0.017
C 4.639 -6.903 -4.855 0.043 -0.009 0.654
H 5.338 0.453 6.651 0.015 0.132 0.031
H -1.831 3.611 2.059 -0.737 -1.476 -0.128
F 4.870 3.334 2.939 -4.779 -0.812 -1.610
H -5.179 1.893 -4.128 0.069 0.072 -0.025
C 3.458 -2.055 -4.076 -0.064 -0.035 -0.120
C -3.952 -2.800 -0.041 0.405 0.399 -0.354
H -4.241 -1.814 0.339 0.091 -0.057 -0.025
C -1.811 -4.163 -2.130 0.148 0.018 0.408
O -4.680 -3.011 -1.254 0.006 -0.562 0.113
H 4.626 0.465 1.942 -2.618 0.671 -0.045
```
Forces are in eV/Å.

Values from the calculation:
orbital gap: 8.59 eV
HOMO level: -6.31 eV
total charge: -1
F_max: 6.47 eV Å⁻¹
LUMO: 2.280 eV
DFT total energy: -3673.1702 hartree